Molecular formula: C3H5NO2
Method: DFT, ωB97M-V with the def2-TZVPD basis set

```
11
Properties=species:S:1:pos:R:3:forces:R:3
N -1.291 0.790 0.690 -0.1 0.4 0.3
C -0.913 -0.409 0.213 -0.4 -0.3 0.2
O -1.659 -1.236 -0.273 -0.2 0.0 0.1
C 0.543 -0.675 0.164 -0.4 -0.2 0.1
C 1.242 0.135 -0.820 0.3 -0.7 -1.1
O 1.512 0.280 0.558 0.1 0.1 0.2
H -0.622 1.347 1.191 0.0 0.1 0.0
H -2.270 1.022 0.743 0.1 -0.1 0.0
H 0.822 -1.720 0.295 -0.1 0.2 -0.1
H 1.860 -0.519 -1.439 0.7 0.8 0.2
H 0.777 0.985 -1.320 0.0 -0.2 0.2
```
Positions in Å, forces in eV/Å.

The calculation puts the LUMO energy at 0.93 eV. Its largest force on an atom is 1.4 eV/A. The calculation puts the HOMO energy at -10.024 eV. As for the structure (SMILES): NC(=O)[C@H]1CO1. The molar mass is 87.08 g mol⁻¹. The total charge is 0. Its energy relative to the best compared isomer or geometry (same formula, charge and spin) is 35.6 kcal per mole.

Mulliken atomic charge list, values in e, 2 entries: atom 1 (N): -0.379, atom 2 (C): 0.303